Entry 1:
12
Properties=species:S:1:pos:R:3 method="wB97M-V/def2-TZVPD" homo_ha=-0.3321 max_force_ha_per_bohr=0.0119 gap_ev=8.99 e_above_lowest_kj_mol=341.2
C -1.54 1.00 1.18
C 0.06 -1.63 0.15
N 0.91 -0.90 -0.56
C 1.86 -0.02 0.06
O 1.92 0.20 1.23
H -2.62 0.83 1.16
H -1.23 1.50 0.25
H -1.28 1.62 2.03
H -0.57 -2.15 -0.60
H -1.02 0.04 1.27
H 0.95 -0.87 -1.58
H 2.54 0.43 -0.69



Entry 2:
22
Properties=species:S:1:pos:R:3 method="wB97M-V/def2-TZVPD" homo_ha=-0.2727 max_force_ha_per_bohr=0.1037 gap_ev=8.24 e_above_lowest_kj_mol=408.1
C -2.20 -0.78 1.71
C -1.74 -2.09 1.76
C -1.71 0.12 0.82
C -0.70 -2.51 0.95
C -0.63 -0.19 -0.02
C -0.12 -1.51 0.11
C 2.27 -0.10 -2.16
C 1.27 -0.74 -1.55
C 0.55 1.77 -1.17
C 1.15 2.32 0.18
N -0.06 0.51 -1.06
O 1.00 -1.74 -0.72
S 1.96 1.60 -2.43
H -2.94 -0.70 2.44
H -2.24 -2.65 2.45
H -2.00 1.09 0.63
H -0.46 -3.50 1.06
H 3.02 -0.69 -2.71
H -0.16 2.54 -1.46
H 0.70 1.75 0.95
H 0.82 3.34 0.19
H 2.20 2.17 0.04



Entry 3:
81
Properties=species:S:1:pos:R:3 method="wB97M-V/def2-TZVPD" homo_ha=-0.2552 max_force_ha_per_bohr=0.0136 gap_ev=6.35 e_above_lowest_kj_mol=0.0
Ti 0.08 1.80 0.83
S -0.45 5.09 7.18
C -0.23 4.36 5.73
S -0.18 5.22 4.23
C 0.25 3.88 3.20
C 0.43 2.70 3.82
S 0.84 1.24 2.97
S 0.18 2.69 5.55
S 0.50 4.11 1.49
N -0.18 1.65 -2.59
N -0.99 2.78 -2.35
C -2.19 2.49 -1.58
N -3.05 3.63 -1.70
N -1.74 2.20 -0.23
N -2.42 2.51 0.84
O -3.50 3.06 0.91
O -1.79 2.14 1.89
H 0.78 1.95 -2.61
H -0.42 1.19 -3.46
H -1.26 3.29 -3.18
H -3.57 3.57 -2.57
H -3.68 3.72 -0.92
C 2.28 -4.18 2.66
C 3.03 -4.05 1.36
C 4.05 -4.93 1.02
C 4.75 -4.81 -0.17
C 4.42 -3.79 -1.05
C 3.40 -2.91 -0.75
C 2.72 -3.03 0.46
N 1.67 -2.14 0.80
C 1.61 -0.81 0.53
N 2.76 -0.15 0.38
C 2.94 1.13 -0.22
C 1.91 2.07 -0.25
C 2.19 3.25 -0.96
C 3.41 3.49 -1.56
C 4.43 2.55 -1.44
C 4.21 1.36 -0.77
C 5.32 0.35 -0.64
N 0.45 -0.18 0.47
C -0.76 -0.96 0.38
C -1.63 -0.97 1.46
C -2.85 -1.63 1.36
C -3.17 -2.30 0.19
C -2.28 -2.31 -0.87
C -1.06 -1.64 -0.81
C -0.13 -1.65 -1.98
H 2.72 -4.96 3.28
H 1.23 -4.44 2.50
H 2.30 -3.24 3.22
H 4.30 -5.73 1.71
H 5.54 -5.50 -0.40
H 4.95 -3.69 -1.99
H 3.11 -2.14 -1.45
H 0.81 -2.54 1.15
H 3.59 -0.69 0.55
H 1.42 4.01 -1.04
H 3.58 4.41 -2.10
H 5.40 2.74 -1.87
H 6.23 0.72 -1.11
H 5.08 -0.60 -1.11
H 5.57 0.14 0.41
H -1.36 -0.44 2.36
H -3.54 -1.62 2.19
H -4.13 -2.81 0.10
H -2.54 -2.82 -1.79
H 0.50 -2.54 -1.97
H 0.51 -0.77 -1.99
H -0.70 -1.65 -2.91
S -2.86 0.93 -2.43
C -4.36 0.36 -1.69
C -4.96 -0.69 -2.39
C -6.10 -1.30 -1.90
C -6.67 -0.86 -0.71
C -6.08 0.19 -0.03
C -4.93 0.80 -0.51
H -4.52 -1.04 -3.32
H -6.55 -2.11 -2.45
H -7.57 -1.33 -0.32
H -6.52 0.55 0.90
H -4.50 1.61 0.05



Entry 4:
12
Properties=species:S:1:pos:R:3 method="wB97M-V/def2-TZVPD" homo_ha=-0.3007 max_force_ha_per_bohr=0.0503 gap_ev=8.95 e_above_lowest_kj_mol=475.3
C -0.04 -0.11 -0.98
C 0.42 0.11 0.36
N -1.38 0.23 -1.39
C 0.07 0.68 1.50
O 1.26 -1.24 0.50
H 2.20 -1.01 0.65
H -2.06 -0.48 -1.13
H -1.76 1.11 -1.04
H 0.70 0.16 -1.75
H 0.72 -1.34 -0.66
H 0.44 0.35 2.46
H -0.59 1.54 1.47



Entry 5:
50
Properties=species:S:1:pos:R:3 method="wB97M-V/def2-TZVPD" homo_ha="-0.3604 / -0.3613" spin_multiplicity=7 max_force_ha_per_bohr=0.1207 charge=+1 gap_ev="5.44 / 5.67" e_above_lowest_kj_mol=0.0
C -1.67 2.88 -3.64
C -1.29 1.75 -2.94
C 0.11 1.55 -2.75
C 1.08 2.43 -3.23
C 0.64 3.52 -3.95
C -0.71 3.77 -4.15
C 2.50 2.10 -2.91
C 2.80 0.64 -2.96
C 1.79 -0.21 -2.49
C 1.93 -1.62 -2.41
C 3.15 -2.15 -2.83
C 4.17 -1.32 -3.33
C 3.97 0.06 -3.40
H -2.73 3.06 -3.80
H 1.39 4.19 -4.36
H -1.04 4.65 -4.71
H 3.18 2.65 -3.58
H 3.28 -3.23 -2.79
H 5.10 -1.77 -3.66
H 4.75 0.70 -3.80
N 0.57 0.36 -2.22
Eu 0.26 0.36 0.00
C -2.31 0.76 -2.42
H -2.08 -0.26 -2.79
H -3.32 1.03 -2.75
C 0.77 -2.51 -1.99
H -0.11 -2.29 -2.62
H 1.04 -3.57 -2.08
P -2.41 0.70 -0.60
P 0.20 -2.45 -0.27
C 1.41 -3.08 0.84
H 1.05 -3.00 1.87
H 1.50 -4.12 0.52
H 2.35 -2.53 0.75
C -1.35 -3.28 -0.13
H -1.05 -4.31 -0.22
H -1.80 -3.07 0.84
H -2.02 -2.97 -0.93
C -2.73 2.38 -0.06
H -3.60 2.71 -0.62
H -2.93 2.37 1.01
H -1.88 3.05 -0.26
C -3.73 -0.35 -0.08
H -3.67 -0.49 1.00
H -4.63 0.19 -0.36
H -3.66 -1.31 -0.58
C -0.40 -0.19 2.02
O -0.58 -0.27 3.12
H 2.72 2.46 -1.88
Br 2.75 0.07 0.65



Entry 6:
93
Properties=species:S:1:pos:R:3 method="wB97M-V/def2-TZVPD" homo_ha="-0.2047 / -0.2691" spin_multiplicity=3 max_force_ha_per_bohr=0.0235 gap_ev="5.57 / 7.35" e_above_lowest_kj_mol=53.8
Ti -0.55 0.01 0.20
Se 4.07 -0.78 -0.37
P 3.42 1.26 -0.17
Se 1.32 1.83 -0.24
C 4.24 2.28 -1.44
C 5.58 2.01 -1.72
C 6.28 2.77 -2.64
C 5.64 3.82 -3.30
C 4.31 4.09 -3.03
C 3.61 3.33 -2.10
C 4.13 2.01 1.35
C 5.34 1.52 1.84
C 5.92 2.08 2.98
C 5.28 3.12 3.64
C 4.08 3.61 3.15
C 3.50 3.06 2.02
H 6.07 1.17 -1.22
H 7.32 2.55 -2.85
H 6.18 4.41 -4.02
H 3.80 4.90 -3.54
H 2.57 3.54 -1.89
H 5.81 0.69 1.33
H 6.86 1.69 3.34
H 5.73 3.54 4.53
H 3.58 4.42 3.66
H 2.56 3.44 1.65
O -3.60 2.92 -1.39
S -2.36 2.74 -0.67
O -1.12 3.02 -1.32
N -2.24 1.24 -0.05
C -3.44 0.58 0.33
C -4.64 1.17 0.66
C -5.76 0.37 0.95
C -5.69 -1.00 0.89
C -4.47 -1.63 0.58
C -4.32 -3.04 0.51
C -3.08 -3.55 0.23
C -1.99 -2.70 0.05
N -2.08 -1.36 0.11
C -3.34 -0.83 0.34
C -2.46 3.79 0.76
C -3.43 4.77 0.82
C -3.51 5.61 1.93
C -2.61 5.45 2.97
C -1.63 4.47 2.91
C -1.55 3.63 1.81
H -4.76 2.24 0.68
H -6.69 0.85 1.20
H -6.56 -1.61 1.09
H -5.17 -3.68 0.68
H -2.91 -4.62 0.16
H -1.00 -3.10 -0.13
H -4.13 4.87 0.00
H -4.27 6.38 1.97
H -2.67 6.11 3.83
H -0.92 4.35 3.72
H -0.78 2.88 1.75
C 1.98 -3.71 0.69
N 1.68 -3.47 -0.71
C 2.11 -4.47 -1.67
C 2.69 -3.78 -2.89
C 1.63 -2.87 -3.48
N 0.95 -2.09 -2.44
C 0.32 -0.88 -2.92
C 1.14 -2.31 -1.13
O 0.77 -1.46 -0.29
H 3.05 -3.81 0.83
H 1.48 -4.62 1.03
H 1.63 -2.87 1.28
H 1.27 -5.12 -1.96
H 2.86 -5.10 -1.19
H 3.02 -4.50 -3.63
H 3.55 -3.18 -2.58
H 0.89 -3.43 -4.05
H 2.10 -2.16 -4.17
H 1.05 -0.08 -3.07
H -0.46 -0.49 -2.26
H -0.18 -1.12 -3.86
N -1.27 0.38 4.40
C -1.57 0.23 3.09
N -0.51 -0.01 2.35
C 0.57 -0.03 3.23
C 1.91 -0.28 2.98
C 2.77 -0.25 4.06
C 2.30 0.03 5.36
C 0.97 0.26 5.62
C 0.11 0.22 4.52
H -1.93 0.58 5.12
H -2.58 0.32 2.70
H 2.28 -0.50 1.98
H 3.82 -0.41 3.90
H 3.01 0.06 6.17
H 0.61 0.46 6.62



no.,E (a.u.)
1,-248.39654
2,-914.49514
3,-5065.73747
4,-248.34545
5,-4873.33034
6,-8494.00060